Molecular formula: C4H13N3S
Method: DFT, ωB97M-V with the def2-TZVPD basis set

For the HOMO energy, the calculation gives -0.25805 hartree. The energy relative to the best compared isomer or geometry (same formula, charge and spin) comes out at 34.8 kcal per mole. The value obtained for the calculated total energy is -722.6134 Ha. The value obtained for the LUMO energy is 0.55 eV.

```
! RIJCOSX wB97M-V def2-TZVPD def2/J DEFGRID3
* xyz 0 1
H 0.30 0.47 -0.65
N 1.58 -0.42 0.72
C 0.30 -2.15 2.04
H -0.11 -3.15 1.91
N -1.12 1.16 0.67
H -1.78 2.35 -1.44
C -0.38 1.60 -2.86
H -1.09 1.01 -3.45
H -1.00 0.24 1.51
H 0.57 1.10 -2.74
H 0.16 -1.81 -0.04
H 1.03 0.20 1.31
H 1.66 -2.48 0.37
C -0.54 1.14 -0.47
H 2.49 -0.49 1.17
H -0.19 2.52 -3.42
H 1.05 -2.20 2.83
N -0.89 1.90 -1.53
H -1.91 1.78 0.80
C 0.94 -1.73 0.72
S -1.06 -1.05 2.58
*
```